Formula: C26H31N3O4
Source: the Open Molecules 2025 dataset
Level of theory: the ωB97M-V functional and the def2-TZVPD basis

Net charge: 0
E_HOMO in eV: -8.26
ΔE to the lowest compared entry with this formula, charge and spin in kJ/mol: 217.2
Kohn-Sham gap in eV: 8.469

The geometry in XYZ format:
```
64
C26H31N3O4 | the Open Molecules 2025 dataset | the ωB97M-V functional and the def2-TZVPD basis
C -4.564 2.570 -1.248
C -4.458 1.415 -0.301
N -3.372 1.331 0.475
C -2.530 2.458 0.807
H -2.952 3.384 0.421
C -1.108 2.246 0.283
N -0.593 1.038 0.890
C 0.830 0.845 0.788
H 1.099 -0.008 1.419
H 1.320 1.734 1.195
C 1.386 0.593 -0.634
N 2.813 0.588 -0.576
C 3.470 -0.496 -0.719
C 4.909 -0.529 -0.626
C 5.616 0.613 -0.346
O 5.026 1.775 -0.168
H 4.030 1.627 -0.286
C 7.105 0.623 -0.229
H 7.392 1.391 0.492
C 7.669 -0.748 0.164
C 9.194 -0.725 0.043
H 9.610 -1.691 0.319
H 9.616 0.030 0.702
H 9.500 -0.500 -0.976
C 7.281 -1.086 1.605
H 7.668 -2.065 1.879
H 7.693 -0.351 2.292
H 6.201 -1.102 1.723
C 7.089 -1.789 -0.796
C 5.573 -1.819 -0.818
O 4.961 -2.850 -1.012
H 7.446 -2.791 -0.551
H 7.413 -1.565 -1.818
H 7.515 0.922 -1.199
H 2.986 -1.454 -0.929
H 1.085 1.416 -1.289
H 0.986 -0.353 -1.029
C -1.406 -0.094 0.502
C -2.844 0.095 1.003
H -3.445 -0.743 0.657
H -2.865 0.115 2.096
H -0.992 -0.998 0.952
H -1.434 -0.228 -0.594
H -0.479 3.089 0.576
H -1.130 2.188 -0.820
H -2.483 2.522 1.900
C -5.485 0.479 -0.254
C -5.849 -0.317 0.915
O -5.369 -0.274 2.036
C -7.034 -1.122 0.514
C -7.753 -2.054 1.234
C -8.834 -2.668 0.613
C -9.185 -2.348 -0.689
C -8.465 -1.404 -1.413
C -7.389 -0.798 -0.797
C -6.463 0.244 -1.315
O -6.524 0.748 -2.425
H -8.734 -1.144 -2.425
H -10.033 -2.837 -1.147
H -9.410 -3.406 1.153
H -7.474 -2.295 2.249
H -3.591 2.874 -1.628
H -5.197 2.275 -2.081
H -5.038 3.422 -0.759
```

Calculated atomic charges, method Löwdin, unit e: 0.01 -0.17 -0.04 -0.12 0.12 -0.17 -0.18 -0.18 0.12 0.12 -0.20 0.00 -0.05 -0.09 -0.25 0.11 0.08 -0.06 0.14 -0.55 -0.05 0.09 0.09 0.08 -0.03 0.09 0.09 0.09 -0.06 -0.37 0.07 0.13 0.14 0.14 0.14 0.12 0.12 -0.16 -0.12 0.12 0.13 0.13 0.13 0.13 0.12 0.14 -0.04 -0.32 0.08 -0.09 0.00 -0.07 -0.07 0.00 -0.09 -0.31 0.07 0.12 0.10 0.10 0.12 0.08 0.07 0.11

=====

Formula: C26H31N5O3S
Source: the Open Molecules 2025 dataset
Level of theory: the ωB97M-V functional and the def2-TZVPD basis

Net charge: 0
E_HOMO in eV: -8.15
ΔE to the lowest compared entry with this formula, charge and spin in kJ/mol: 0.0
Kohn-Sham gap in eV: 8.490

The geometry in XYZ format:
```
66
C26H31N5O3S | the Open Molecules 2025 dataset | the ωB97M-V functional and the def2-TZVPD basis
C 6.627 -3.867 -2.564
H 6.424 -4.218 -1.555
H 6.567 -2.781 -2.565
H 7.638 -4.159 -2.837
C 5.614 -4.457 -3.547
C 4.219 -4.054 -3.167
C 3.663 -2.876 -3.651
C 2.399 -2.478 -3.267
C 1.660 -3.257 -2.380
C 2.204 -4.437 -1.888
C 3.472 -4.822 -2.283
H 3.886 -5.741 -1.896
H 1.637 -5.046 -1.204
N 0.384 -2.796 -2.023
C -0.507 -3.343 -1.186
O -0.383 -4.370 -0.549
C -1.802 -2.522 -0.998
C -1.813 -2.027 0.421
N -1.791 -2.910 1.412
H -1.521 -3.863 1.209
H -1.672 -2.490 2.339
C -1.833 -0.660 0.574
C -1.883 0.086 -0.644
N -1.806 1.343 -0.742
C -1.881 2.115 -1.882
C -1.046 3.232 -1.956
C -1.106 4.071 -3.050
C -2.009 3.825 -4.072
C -2.856 2.732 -3.991
C -2.797 1.878 -2.907
H -3.474 1.040 -2.837
H -3.570 2.542 -4.779
H -2.058 4.486 -4.924
H -0.448 4.927 -3.105
H -0.344 3.413 -1.156
S -1.993 -1.062 -2.052
C -1.723 -0.062 1.921
O -1.619 -0.765 2.927
N -1.748 1.279 1.964
C -1.519 2.024 3.175
C -0.137 2.689 3.152
N 0.013 3.648 4.229
C 0.190 3.015 5.526
C 0.243 4.093 6.608
H 0.434 3.649 7.586
O 1.289 5.007 6.377
C 1.141 5.609 5.114
C 1.116 4.567 3.997
H 0.965 5.068 3.038
H 2.086 4.039 3.974
H 1.990 6.285 4.994
H 0.204 6.187 5.085
H -0.719 4.627 6.628
H -0.654 2.353 5.723
H 1.122 2.422 5.557
H 0.645 1.910 3.175
H -0.041 3.234 2.208
H -2.284 2.798 3.283
H -1.602 1.315 4.001
H -1.774 1.765 1.070
H -2.643 -3.197 -1.179
H 0.103 -1.924 -2.467
H 1.977 -1.561 -3.653
H 4.226 -2.263 -4.340
H 5.700 -5.546 -3.541
H 5.841 -4.102 -4.554
```

Calculated atomic charges, method Löwdin, unit e: -0.10 0.07 0.07 0.07 -0.22 -0.25 -0.04 -0.02 -0.21 0.00 -0.03 0.12 0.10 0.12 -0.46 0.07 -0.38 -0.27 0.20 0.11 0.10 -0.09 -0.46 0.06 -0.29 -0.03 -0.09 -0.10 -0.09 -0.06 0.08 0.10 0.10 0.10 0.11 1.05 -0.42 0.03 0.08 -0.15 -0.18 -0.18 -0.17 -0.20 0.13 -0.13 -0.20 -0.18 0.12 0.13 0.12 0.13 0.13 0.12 0.13 0.13 0.12 0.13 0.11 0.10 0.13 0.07 0.11 0.12 0.11 0.11

=====

Q: Which formula does entry 1 have?
A: C26H31N3O4

=====

Q: Which formula does entry 1 have?
A: C26H31N3O4